Entry 1:
Molecular formula: C2H4OS
Method: DFT, ωB97M-V with the def2-TZVPD basis set

Structure (XYZ):
```
8
Properties=species:S:1:pos:R:3:forces:R:3:mulliken_charge:R:1
C -1.655 -0.698 -0.001 -0.9445 -0.2167 -0.0851 -0.382
C 0.540 0.519 0.037 0.7190 1.8153 0.7960 -0.092
O -0.402 -0.398 -0.052 2.7343 0.3826 -0.6006 -0.228
S 2.308 -0.156 0.052 -1.9094 -0.6801 0.4046 -0.235
H -1.924 -1.602 -0.524 0.1935 -0.1319 0.2171 0.249
H -2.419 -0.062 0.395 0.0486 0.6744 0.1453 0.261
H 0.373 1.610 0.434 -0.0294 -2.4479 -0.6338 0.300
H 3.179 0.786 -0.341 -0.8120 0.6041 -0.2435 0.125
```
Forces are in eV/Å.

The value obtained for the energy above the lowest of the compared OMol25 structures with the same formula, charge and spin is 107.2 kcal/mol. For the max |F|, the calculation gives 2.83 eV/Å. As for the HOMO energy (spin up / spin down): -0.27185 / -0.27782 Eh.



Entry 2:
Molecular formula: C2H4OS2
Method: DFT, ωB97M-V with the def2-TZVPD basis set

Structure (XYZ):
```
9
Properties=species:S:1:pos:R:3:forces:R:3:mulliken_charge:R:1
C -1.019 0.710 -0.100 2.5562 -1.3811 1.5403 0.033
C -2.121 -0.278 -0.095 1.1711 1.0609 -1.0580 -0.628
O 3.703 0.229 0.026 -0.1079 -2.2943 -4.1237 -0.421
S 0.578 0.632 0.021 -0.4790 1.6497 -0.6107 -0.034
S 2.438 -0.858 -0.097 -0.6466 -0.7217 0.1018 -0.087
H -1.779 -1.180 -0.628 -0.6112 -0.2266 1.0327 0.289
H -2.726 0.270 -0.776 -1.6306 -0.0399 -0.6548 0.258
H -2.605 -0.233 0.893 0.2414 -0.7055 -0.4242 0.280
H 3.532 0.707 0.757 -0.4933 2.6584 4.1965 0.311
```
Forces are in eV/Å.

The value obtained for the energy above the lowest of the compared OMol25 structures with the same formula, charge and spin is 90.8 kcal/mol. For the max |F|, the calculation gives 4.99 eV/Å. As for the HOMO energy (spin up / spin down): -0.29834 / -0.29833 Eh.



Entry 3:
Molecular formula: C2H4OS2
Method: DFT, ωB97M-V with the def2-TZVPD basis set

Structure (XYZ):
```
9
Properties=species:S:1:pos:R:3:forces:R:3:mulliken_charge:R:1
C 1.781 0.186 -0.251 0.5722 0.1168 -0.0092 -0.495
C 0.804 0.390 0.582 -3.6961 1.8717 0.4670 -0.275
O -1.624 0.214 -0.629 -1.8043 -2.0415 0.1468 -0.253
S -2.448 -0.953 0.488 0.8371 1.4213 -0.8690 0.003
S -0.835 1.409 0.040 3.1083 0.0058 0.9941 0.001
H 2.710 -0.312 -0.022 -0.0153 -0.3141 0.2230 0.257
H 1.698 0.617 -1.222 0.0394 0.1912 -0.6602 0.244
H 0.496 0.159 1.597 1.2269 -0.5541 -0.0704 0.361
H -2.582 -1.708 -0.584 -0.2683 -0.6971 -0.2221 0.158
```
Forces are in eV/Å.

The value obtained for the energy above the lowest of the compared OMol25 structures with the same formula, charge and spin is 70.7 kcal/mol. Its structure (SMILES) is C=CSOS. For the max |F|, the calculation gives 4.17 eV/Å. As for the HOMO energy: -0.32321 Eh.



Entry 4:
Molecular formula: C2H4OS2
Method: DFT, ωB97M-V with the def2-TZVPD basis set

Structure (XYZ):
```
9
Properties=species:S:1:pos:R:3:forces:R:3:mulliken_charge:R:1
C -2.394 0.482 -0.448 0.1660 -1.6136 0.2784 -0.371
C -2.477 -0.460 0.307 -0.0874 1.6172 -0.3084 -0.387
O 1.357 0.010 -0.360 -0.2390 0.8546 -0.0934 -0.244
S 2.003 1.480 0.193 -0.4649 -0.5937 0.5089 -0.017
S 2.034 -1.409 0.107 1.8321 -0.5936 -1.8695 -0.041
H 2.956 -1.583 -1.050 -1.4995 0.2594 2.0155 0.149
H -2.221 1.080 -1.306 -0.0627 0.4016 0.0033 0.378
H -2.607 -1.077 1.157 0.0056 -0.4087 0.0439 0.385
H 1.349 1.477 1.400 0.3498 0.0768 -0.5787 0.149
```
Forces are in eV/Å.

The value obtained for the energy above the lowest of the compared OMol25 structures with the same formula, charge and spin is 95.4 kcal/mol. Its structure (SMILES) is C#C.SOS. For the max |F|, the calculation gives 2.68 eV/Å. As for the HOMO energy: -0.34526 Eh.



Entry 5:
Molecular formula: C2H4OS2
Method: DFT, ωB97M-V with the def2-TZVPD basis set

Structure (XYZ):
```
9
Properties=species:S:1:pos:R:3:forces:R:3:mulliken_charge:R:1
C 1.123 -0.407 0.238 3.3548 -0.2562 0.7564 -0.090
C -0.990 -0.237 -0.426 -3.2034 -2.3269 -0.4181 -0.142
O 0.091 0.330 0.014 0.7325 1.6744 0.3180 -0.127
S 2.736 0.311 0.110 0.7086 -3.5273 0.2381 -0.142
S -2.522 0.092 0.318 -0.4305 0.8183 0.0810 -0.216
H 1.103 -1.459 0.234 -0.5756 -1.0928 -0.1194 0.326
H -1.053 -1.331 -0.390 1.1528 -0.0627 -0.6276 0.177
H 2.127 1.368 0.037 -1.3443 4.2013 -0.2807 0.102
H -2.616 1.333 -0.136 -0.3948 0.5718 0.0524 0.112
```
Forces are in eV/Å.

The value obtained for the energy above the lowest of the compared OMol25 structures with the same formula, charge and spin is 97.5 kcal/mol. For the max |F|, the calculation gives 4.42 eV/Å. As for the HOMO energy (spin up / spin down): -0.26298 / -0.28676 Eh.



Entry 6:
Molecular formula: C2H4OS2
Method: DFT, ωB97M-V with the def2-TZVPD basis set

Structure (XYZ):
```
9
Properties=species:S:1:pos:R:3:forces:R:3:mulliken_charge:R:1
C -1.352 0.973 0.265 -1.6411 0.6199 1.1210 -0.341
C -0.116 0.109 0.395 -2.0750 1.3557 -1.0401 -0.011
O -0.794 0.420 -0.898 0.5994 0.0096 0.9479 -0.334
S 2.610 -0.039 -0.443 0.3110 -0.1973 -0.7192 -0.213
S 1.355 1.063 0.673 -0.6319 0.0556 0.9689 -0.084
H -2.498 0.809 0.531 2.6213 -0.7206 -0.5217 0.211
H -1.209 2.069 0.459 0.3517 -0.8749 -0.5420 0.183
H -0.125 -0.950 0.615 -0.0309 0.0638 0.1994 0.391
H 1.932 0.371 -1.527 0.4954 -0.3118 -0.4141 0.197
```
Forces are in eV/Å.

The value obtained for the energy above the lowest of the compared OMol25 structures with the same formula, charge and spin is 37.5 kcal/mol. Its structure (SMILES) is SS[C@H]1CO1. For the max |F|, the calculation gives 2.77 eV/Å. As for the HOMO energy: -0.33775 Eh.



Entry 7:
Molecular formula: C2H4S2
Method: DFT, ωB97M-V with the def2-TZVPD basis set

Structure (XYZ):
```
8
Properties=species:S:1:pos:R:3:forces:R:3:mulliken_charge:R:1
C 0.482 -0.129 -0.133 1.2272 0.4734 0.6027 0.458
C -0.963 -0.423 -0.072 1.9213 -2.7930 1.1463 -1.282
S 1.726 -1.171 -0.124 -0.3634 -0.0815 -0.1590 -0.247
S 0.661 1.593 0.003 1.9192 0.8928 0.6204 -0.231
H -1.455 0.284 0.454 -1.6122 2.3619 1.7931 0.455
H -1.398 -0.480 -0.986 -1.1880 -0.3399 -3.0246 0.362
H -1.083 -1.375 0.441 -0.1321 -0.1363 -0.1412 0.317
H 2.030 1.701 0.416 -1.7720 -0.3773 -0.8377 0.168
```
Forces are in eV/Å.

The value obtained for the energy above the lowest of the compared OMol25 structures with the same formula, charge and spin is 11.4 kcal/mol. Its structure (SMILES) is CC(=S)S. For the max |F|, the calculation gives 3.58 eV/Å. As for the HOMO energy: -0.32103 Eh.



Entry 8:
Molecular formula: C2H4S3
Method: DFT, ωB97M-V with the def2-TZVPD basis set

Structure (XYZ):
```
9
Properties=species:S:1:pos:R:3:forces:R:3:mulliken_charge:R:1
C 0.738 -0.454 1.156 0.9235 2.4114 -2.8610 -0.543
C -0.357 -0.058 -0.564 3.3631 -0.1001 2.2517 0.068
S 1.092 -1.116 -0.447 -0.0627 0.0601 -0.0819 -0.091
S -1.919 -0.788 -0.601 0.1154 -0.8523 -0.8286 -0.148
S 0.034 1.610 -1.075 -0.3455 0.5201 -0.1939 -0.185
H 1.383 0.456 1.501 -1.5765 -1.7010 -0.7801 0.264
H 0.473 -1.219 1.826 -0.9244 -0.4230 0.9546 0.352
H -2.464 0.022 0.250 -0.7878 0.8497 0.8108 0.130
H 1.019 1.547 -2.048 -0.7052 -0.7650 0.7283 0.153
```
Forces are in eV/Å.

The value obtained for the energy above the lowest of the compared OMol25 structures with the same formula, charge and spin is 64.4 kcal/mol. For the max |F|, the calculation gives 4.05 eV/Å. As for the HOMO energy: -0.31705 Eh.



Entry 9:
Molecular formula: C2H4S4
Method: DFT, ωB97M-V with the def2-TZVPD basis set

Structure (XYZ):
```
10
Properties=species:S:1:pos:R:3:forces:R:3:mulliken_charge:R:1
C -0.803 -0.150 0.311 0.2692 -4.8377 -1.5234 0.335
C -0.262 0.778 1.110 1.1137 2.0421 -0.6629 -1.039
S -0.132 -1.714 0.399 -0.4826 0.7162 0.0670 -0.199
S -1.961 0.221 -0.932 -0.0924 0.5129 -0.1586 -0.188
S 2.322 -0.479 -0.645 0.1377 -1.7136 0.1127 -0.066
S 1.722 1.268 -0.101 -1.5557 0.3816 -0.0013 -0.003
H 0.187 0.486 2.000 0.6068 -0.1515 1.3967 0.405
H -0.762 1.685 0.946 -0.0801 1.8916 0.7063 0.407
H -1.815 -0.971 -1.507 -0.1620 -0.1317 -0.1503 0.152
H 1.504 -1.124 -1.582 0.2454 1.2899 0.2139 0.195
```
Forces are in eV/Å.

The value obtained for the energy above the lowest of the compared OMol25 structures with the same formula, charge and spin is 20.9 kcal/mol. For the max |F|, the calculation gives 5.08 eV/Å. As for the HOMO energy: -0.31719 Eh.



Entry 10:
Molecular formula: C2H4Si
Method: DFT, ωB97M-V with the def2-TZVPD basis set

Structure (XYZ):
```
7
Properties=species:S:1:pos:R:3:forces:R:3:mulliken_charge:R:1
C 1.579 -0.150 -0.021 -0.5026 -0.9432 -0.0362 -0.383
C 0.701 0.751 0.004 -1.5994 0.8531 0.0338 -0.318
Si -1.377 0.181 -0.025 1.5461 0.5131 -0.0908 0.194
H 1.648 -1.212 -0.090 0.3591 -0.4418 -0.0117 0.275
H 0.808 1.812 0.041 0.0594 0.4399 0.0377 0.353
H -1.599 -0.810 -1.092 0.0691 -0.2427 -0.2704 -0.063
H -1.761 -0.572 1.183 0.0682 -0.1784 0.3376 -0.058
```
Forces are in eV/Å.

The value obtained for the energy above the lowest of the compared OMol25 structures with the same formula, charge and spin is 57.8 kcal/mol. For the max |F|, the calculation gives 1.81 eV/Å. As for the HOMO energy (spin up / spin down): -0.29598 / -0.30455 Eh.



Entry 11:
Molecular formula: C2H5B
Method: DFT, ωB97M-V with the def2-TZVPD basis set

Structure (XYZ):
```
8
Properties=species:S:1:pos:R:3:forces:R:3:mulliken_charge:R:1
B 0.143 1.076 0.555 -1.4958 -0.5153 0.3163 -0.060
C 0.034 -1.199 -0.507 3.2374 -0.0398 -0.0579 -0.512
C 0.749 -0.268 0.204 -1.7286 -0.2726 0.2802 -0.047
H 0.476 2.207 0.827 -0.3009 -0.7125 -0.2118 0.000
H -2.218 0.290 0.731 1.6417 0.8789 -0.1870 -0.123
H 0.759 -2.024 -0.832 -1.9142 0.5523 0.2573 0.199
H -0.986 -1.076 -0.879 0.4138 -0.0347 0.2363 0.287
H 1.700 -0.565 0.651 0.1465 0.1436 -0.6333 0.256
```
Forces are in eV/Å.

The value obtained for the energy above the lowest of the compared OMol25 structures with the same formula, charge and spin is 101.9 kcal/mol. For the max |F|, the calculation gives 3.24 eV/Å. As for the HOMO energy (spin up / spin down): -0.32664 / -0.28391 Eh.



Entry 12:
Molecular formula: C2H5Br
Method: DFT, ωB97M-V with the def2-TZVPD basis set

Structure (XYZ):
```
8
Properties=species:S:1:pos:R:3:forces:R:3:mulliken_charge:R:1
C 1.435 0.563 -0.347 -0.9032 -2.3134 3.3249 -0.911
C -1.938 -1.242 0.412 0.6576 -0.7454 0.0618 -0.224
Br -2.713 0.230 -0.263 -0.4346 1.0600 -0.6066 0.057
H 1.389 -0.265 0.542 0.2368 2.1417 -1.6759 0.195
H 2.439 0.920 -0.380 0.5856 0.5831 0.1013 0.299
H 0.668 1.338 -0.066 0.7996 -0.9019 -0.9572 0.170
H -2.585 -1.422 1.268 -0.2079 -0.3174 0.5421 0.160
H 1.304 -0.122 -1.167 -0.7339 0.4933 -0.7904 0.255
```
Forces are in eV/Å.

The value obtained for the energy above the lowest of the compared OMol25 structures with the same formula, charge and spin is 90.7 kcal/mol. For the max |F|, the calculation gives 4.15 eV/Å. As for the HOMO energy: -0.33811 Eh.